[1]
{"formula": "C44H48AsBF2MnN4O5S2SbSe", "method": "ωB97M-V/def2-TZVPD", "elements": ["Mn", "C", "C", "N", "C", "C", "S", "C", "C", "S", "C", "N", "C", "H", "H", "H", "H", "H", "H", "H", "H", "F", "B", "F", "O", "Se", "O", "O", "O", "C", "As", "C", "C", "C", "C", "C", "C", "C", "C", "H", "H", "H", "H", "H", "H", "H", "H", "H", "H", "H", "H", "H", "C", "C", "C", "C", "C", "C", "C", "Sb", "C", "C", "C", "C", "C", "C", "C", "C", "C", "C", "C", "C", "C", "C", "H", "H", "H", "H", "H", "H", "H", "H", "H", "H", "H", "H", "H", "H", "H", "H", "H", "H", "H", "H", "H", "N", "C", "O", "C", "C", "C", "N", "C", "C", "H", "H", "H", "H", "H", "H"], "positions_angstrom": [[2.2649, -0.2037, 1.9053], [-0.9219, -2.3077, 1.9382], [0.3985, -2.9096, 2.2776], [1.5596, -2.3605, 2.0770], [2.5844, -3.1844, 2.5017], [2.1936, -4.3694, 3.0357], [0.4837, -4.4700, 3.0076], [3.9331, -2.6799, 2.2966], [5.1191, -3.2690, 2.5966], [6.3923, -2.2116, 2.1570], [5.2589, -1.0464, 1.6014], [4.0229, -1.4403, 1.7217], [5.6626, 0.2834, 1.0790], [-0.7593, -1.3550, 1.4467], [-1.5248, -2.1583, 2.8370], [-1.4754, -2.9584, 1.2551], [2.8148, -5.1572, 3.4324], [5.2947, -4.2346, 3.0456], [6.6665, 0.2553, 0.6543], [5.6215, 1.0170, 1.8930], [4.9509, 0.5990, 0.3153], [2.5063, 0.9377, -0.9940], [2.3234, -0.1900, -0.2440], [2.6379, -1.2655, -1.0434], [4.9585, 2.0744, 3.6627], [3.3905, 1.6859, 3.6148], [3.1609, 0.0363, 3.8485], [2.8205, 1.7350, 2.0311], [2.4362, 2.5516, 4.5900], [2.0829, 3.9825, -0.3448], [0.4619, 3.0681, 0.2351], [0.2078, 4.0211, 1.9300], [-0.9212, 4.0573, -0.8295], [-0.7878, 5.5394, -0.9072], [-0.0301, 6.1353, -1.9171], [0.1308, 7.5110, -1.9765], [-0.4622, 8.3265, -1.0223], [-1.2185, 7.7498, -0.0118], [-1.3781, 6.3731, 0.0435], [1.9798, 5.0650, -0.2826], [2.3288, 3.6756, -1.3617], [2.8708, 3.6255, 0.3192], [0.3724, 5.0925, 1.8124], [0.9129, 3.6076, 2.6544], [-0.8094, 3.8515, 2.2926], [-1.8690, 3.7794, -0.3629], [-0.9173, 3.6206, -1.8315], [0.4388, 5.5055, -2.6660], [0.7247, 7.9478, -2.7716], [-0.3335, 9.4015, -1.0644], [-1.6865, 8.3752, 0.7399], [-1.9697, 5.9311, 0.8380], [-3.6239, -3.5889, -0.9125], [-3.7741, -2.1131, -1.2009], [-5.0623, -1.5797, -1.1132], [-5.2986, -0.2220, -1.2250], [-4.2198, 0.6349, -1.3886], [-2.9403, 0.1111, -1.4896], [-2.6916, -1.2648, -1.4587], [-0.6076, -1.9047, -1.5866], [0.0067, -0.8245, -3.3586], [0.1183, 0.5509, -3.1556], [0.5110, 1.4219, -4.1604], [0.8380, 0.9123, -5.4054], [0.8128, -0.4598, -5.5970], [0.4230, -1.3438, -4.5910], [0.5219, -2.8201, -4.8865], [-1.0268, -3.8109, -2.4877], [-2.0205, -3.9536, -3.4530], [-2.2872, -5.1810, -4.0401], [-1.5452, -6.2902, -3.6591], [-0.5528, -6.1598, -2.6996], [-0.2789, -4.9298, -2.1003], [0.8231, -4.8362, -1.0722], [-4.2638, -3.8575, -0.0699], [-2.6012, -3.8660, -0.6565], [-3.9147, -4.2121, -1.7617], [-5.8918, -2.2553, -0.9256], [-6.3086, 0.1639, -1.1549], [-4.3666, 1.7073, -1.4389], [-2.1298, 0.8112, -1.5926], [-0.0317, 0.9700, -2.1695], [0.5975, 2.4820, -3.9510], [1.1569, 1.5686, -6.2070], [1.1274, -0.8702, -6.5513], [1.1974, -2.9786, -5.7274], [-0.4444, -3.2607, -5.1447], [0.9116, -3.3824, -4.0362], [-2.5961, -3.0819, -3.7549], [-3.0628, -5.2697, -4.7918], [-1.7368, -7.2578, -4.1093], [0.0286, -7.0282, -2.4078], [1.3269, -5.7970, -0.9611], [0.4395, -4.5434, -0.0904], [1.5743, -4.0895, -1.3428], [-3.7694, 1.8922, 5.3548], [-2.8774, 0.9298, 5.7295], [-3.0041, 0.3072, 6.7573], [-1.7488, 0.6734, 4.7754], [-0.6475, -0.0307, 5.2363], [0.4174, -0.2410, 4.3788], [0.4100, 0.1698, 3.1097], [-0.6562, 0.8246, 2.6663], [-1.7525, 1.1118, 3.4580], [-4.4272, 2.1683, 6.0634], [-3.4832, 2.5983, 4.7010], [-0.6166, -0.3778, 6.2586], [1.3300, -0.7224, 4.7002], [-0.6218, 1.1168, 1.6245], [-2.5925, 1.6316, 3.0166]], "forces_ev_per_a": [[-0.047, -0.775, -0.260], [-0.068, -0.066, -0.026], [-0.070, -0.002, -0.064], [0.024, 0.298, 0.288], [-0.088, -0.186, -0.079], [0.020, 0.042, -0.047], [0.085, -0.048, 0.003], [0.100, -0.146, 0.022], [-0.039, 0.033, -0.020], [0.032, -0.087, 0.024], [-0.138, 0.017, -0.172], [0.389, 0.541, 0.273], [0.007, 0.050, -0.045], [0.019, -0.035, -0.036], [0.012, 0.036, -0.008], [-0.010, 0.003, 0.109], [-0.068, 0.046, -0.030], [-0.005, 0.090, -0.046], [-0.002, -0.006, 0.036], [0.035, -0.023, -0.021], [0.005, 0.006, 0.019], [-0.007, -0.053, -0.106], [-0.260, 0.147, 0.337], [-0.064, -0.117, -0.014], [0.054, 0.066, 0.048], [-0.239, -0.441, 0.128], [0.007, 0.170, 0.096], [0.067, 0.013, -0.241], [-0.013, 0.091, 0.015], [0.009, -0.123, -0.026], [-0.013, 0.022, -0.009], [0.003, -0.041, -0.031], [-0.058, 0.100, -0.072], [0.054, 0.013, 0.001], [-0.026, 0.005, -0.006], [0.018, -0.001, -0.026], [0.012, 0.050, 0.002], [-0.007, 0.014, 0.017], [-0.008, -0.015, 0.001], [0.016, 0.022, 0.005], [-0.008, 0.030, 0.003], [-0.030, 0.019, 0.004], [0.021, -0.002, 0.021], [-0.004, 0.028, -0.004], [0.020, 0.015, 0.009], [-0.033, -0.012, 0.011], [0.043, -0.027, 0.016], [-0.004, 0.009, 0.027], [-0.021, -0.011, 0.034], [-0.008, -0.031, -0.001], [0.016, -0.018, -0.022], [0.015, 0.009, -0.019], [-0.127, -0.073, 0.125], [0.027, -0.203, 0.170], [-0.007, -0.032, 0.011], [0.035, 0.014, -0.020], [-0.022, -0.012, -0.002], [-0.158, -0.066, -0.140], [0.041, 0.170, -0.012], [0.046, 0.096, 0.024], [0.002, 0.112, 0.081], [0.026, 0.099, 0.030], [0.041, -0.008, -0.016], [-0.004, -0.008, 0.042], [0.006, 0.006, -0.044], [-0.069, -0.161, -0.080], [0.078, -0.034, -0.127], [0.024, -0.166, -0.124], [-0.026, 0.023, 0.014], [0.007, 0.024, 0.019], [-0.010, -0.031, -0.016], [0.004, 0.005, 0.024], [-0.025, 0.003, -0.029], [0.021, 0.008, -0.007], [-0.028, 0.009, 0.010], [-0.141, 0.027, 0.025], [0.016, 0.047, 0.073], [0.030, 0.018, -0.004], [0.024, 0.001, 0.004], [0.000, -0.016, 0.018], [0.286, 0.119, -0.112], [-0.131, 0.019, 0.152], [-0.012, -0.034, -0.014], [-0.018, -0.020, 0.023], [-0.005, 0.008, 0.023], [0.017, 0.015, -0.022], [0.174, 0.085, -0.011], [-0.012, 0.076, -0.106], [0.019, -0.048, 0.020], [0.015, 0.000, 0.011], [0.006, 0.034, 0.012], [-0.016, 0.014, -0.008], [-0.004, 0.013, 0.008], [-0.013, -0.018, -0.035], [-0.010, 0.004, -0.011], [-0.032, 0.145, -0.055], [0.062, 0.148, -0.286], [-0.064, -0.327, 0.425], [-0.015, 0.021, 0.012], [-0.032, 0.072, -0.035], [0.024, -0.058, 0.067], [0.338, 0.147, -0.148], [-0.068, 0.063, -0.110], [0.017, -0.087, -0.011], [-0.032, 0.007, 0.031], [-0.005, 0.035, -0.044], [-0.011, -0.006, 0.005], [0.004, -0.007, 0.043], [-0.020, 0.008, -0.016], [-0.019, 0.000, 0.024]], "mulliken_charge": [1.063, -0.274, 0.261, 0.937, -0.749, -0.333, -0.319, -0.411, -0.353, -0.291, 0.471, 0.966, -0.997, -0.828, 0.445, 0.431, 0.460, 0.436, 0.521, 0.178, 0.036, -0.020, -0.126, -0.015, -0.832, 1.328, -0.676, -0.623, -0.772, -1.322, 0.690, -1.007, -1.411, 0.554, -0.199, -0.712, -0.439, -0.684, -0.276, 0.491, 0.294, 0.249, 0.464, 0.111, 0.223, 0.515, 0.556, 0.348, 0.387, 0.368, 0.374, 0.329, -1.765, 1.496, -0.570, -0.663, -0.956, -0.487, 0.395, 0.527, 0.521, -0.431, -0.847, -0.853, -0.721, 1.225, -1.243, 0.128, -0.658, -0.649, -0.830, -0.795, 1.019, -1.362, 0.550, -0.027, 0.442, 0.423, 0.378, 0.505, 0.330, -0.151, 0.545, 0.378, 0.368, 0.485, 0.230, 0.129, 0.445, 0.430, 0.374, 0.374, 0.587, 0.083, 0.240, -0.348, 0.150, -0.629, 0.901, -1.126, -0.758, 1.691, -1.534, -1.522, 0.253, 0.179, 0.477, 0.549, 0.817, 0.482], "charge": -1, "gap_ev": [6.535, 6.098], "spin_multiplicity": 2, "e_lumo_ev": [1.95, 1.96], "e_tot_ha": -9350.2102, "homo_energy_ha": [-0.1683, -0.1522]}

[2]
{"formula": "C18H37BO21S4Zn", "method": "ωB97M-V/def2-TZVPD", "elements": ["Zn", "C", "C", "O", "H", "H", "H", "H", "H", "O", "C", "O", "B", "O", "C", "O", "O", "C", "O", "C", "O", "O", "O", "S", "O", "O", "C", "C", "C", "H", "H", "H", "H", "H", "H", "H", "H", "O", "S", "O", "O", "C", "C", "C", "H", "H", "H", "H", "H", "H", "H", "H", "O", "S", "O", "O", "C", "C", "C", "H", "H", "H", "H", "H", "H", "H", "H", "O", "S", "O", "O", "C", "C", "C", "H", "H", "H", "H", "H", "H", "H", "H"], "positions_angstrom": [[18.0819, -11.7071, -10.4019], [20.8151, -12.4777, -13.6209], [19.8320, -11.3910, -13.0774], [18.7716, -11.7925, -12.2333], [21.6207, -12.0321, -14.2045], [20.4353, -13.2364, -14.3052], [21.3795, -12.9283, -12.8046], [19.4797, -10.8213, -13.9373], [20.4200, -10.5910, -12.6275], [12.7335, -9.2961, -4.7111], [13.9190, -9.5902, -4.7724], [14.4816, -10.6328, -5.3114], [15.9315, -10.3662, -5.3891], [16.2301, -9.1464, -4.6055], [15.0945, -8.5736, -4.3707], [14.9568, -7.4768, -3.8525], [16.4823, -10.1419, -6.7645], [17.1676, -11.2303, -7.0782], [17.5275, -11.5789, -8.2101], [17.3867, -12.1414, -5.8037], [16.7179, -11.5539, -4.8780], [17.9715, -13.2270, -5.7819], [22.4688, -11.2260, -9.8305], [21.4723, -12.2652, -9.4956], [20.0658, -12.0184, -9.6816], [21.8774, -13.5517, -10.4040], [23.2222, -13.9374, -10.5232], [23.1666, -15.5039, -10.6172], [21.8524, -12.8530, -7.8133], [23.8620, -13.6461, -9.6902], [23.6372, -13.5347, -11.4471], [22.5507, -15.7920, -11.4691], [22.8101, -16.0697, -9.7565], [24.1270, -15.9290, -10.9090], [21.3947, -12.0754, -7.2018], [22.9136, -12.6955, -7.6202], [21.6433, -13.9137, -7.6744], [18.0331, -13.6363, -9.8217], [18.6304, -14.9763, -9.6470], [19.7785, -15.1524, -8.7872], [17.4214, -16.0031, -9.2032], [17.0535, -15.8774, -7.8009], [15.6061, -15.2508, -7.8099], [19.0997, -15.6073, -11.3689], [17.8025, -15.4073, -7.1636], [17.0179, -16.9099, -7.4532], [14.9821, -15.5638, -6.9728], [15.1203, -15.5420, -8.7412], [15.7104, -14.1664, -7.7719], [19.8251, -14.8795, -11.7324], [18.2439, -15.4538, -12.0263], [19.4670, -16.6292, -11.2745], [18.3514, -7.4279, -11.1412], [18.6028, -8.3309, -10.0181], [18.5049, -9.7554, -10.1493], [20.1041, -7.9287, -9.3821], [21.1100, -7.4652, -10.2724], [22.3362, -7.4419, -9.3146], [17.5944, -7.7160, -8.6584], [20.8965, -6.5709, -10.8579], [21.3295, -8.2893, -10.9512], [23.2482, -7.3031, -9.8953], [22.3586, -8.3440, -8.7032], [22.1624, -6.6317, -8.6064], [16.7942, -8.4552, -8.6230], [17.2554, -6.7122, -8.9145], [18.2573, -7.7116, -7.7931], [15.2849, -8.8445, -10.5543], [15.2546, -10.1569, -11.1785], [16.1668, -11.2275, -10.7489], [13.7715, -10.7716, -11.1370], [12.6840, -9.8724, -11.2659], [11.6083, -10.6918, -11.9463], [15.4398, -9.9703, -12.9764], [12.9338, -9.0939, -11.9868], [12.4173, -9.6503, -10.2327], [10.6553, -10.1632, -11.9227], [11.5088, -11.7024, -11.5503], [11.8348, -10.8750, -12.9966], [16.4750, -10.2617, -13.1536], [15.2416, -8.9319, -13.2422], [14.7399, -10.6347, -13.4832]], "forces_ev_per_a": [[-0.352, 0.004, 2.084], [0.017, 0.127, 0.339], [0.693, -1.097, 0.227], [1.942, 0.084, -2.404], [-0.242, 0.710, -0.049], [-0.560, -0.008, 0.389], [-0.430, -0.268, 0.203], [-1.027, 0.036, -0.299], [-0.045, 0.155, 0.756], [2.431, -1.223, -0.011], [-2.260, 3.466, 0.337], [1.371, -0.846, -0.735], [0.824, 0.101, 1.275], [0.767, -1.729, -1.165], [-2.213, 2.338, 2.151], [-0.013, -1.962, -1.171], [0.391, -1.849, -0.579], [0.310, -0.622, -1.571], [-0.311, 0.990, 1.479], [0.561, -1.692, -1.073], [-0.670, 0.461, 0.755], [-1.009, 2.507, -0.197], [-2.455, -1.485, 0.604], [4.323, 0.333, -0.280], [0.848, -0.223, -0.136], [-2.541, 1.571, 0.794], [1.179, -2.517, -0.118], [0.403, 0.420, -0.878], [0.271, 0.924, -0.663], [-0.280, 0.286, 0.085], [-0.005, 0.114, 0.092], [-0.368, 0.188, 0.024], [-0.042, 0.567, 0.241], [0.315, 0.290, 0.305], [-0.611, -0.646, 0.381], [0.139, 0.016, -0.601], [-0.770, 0.408, 0.088], [0.235, -1.810, 0.020], [-0.467, -1.406, -1.114], [-1.173, 0.591, -0.578], [2.716, 1.884, -1.162], [-2.219, -0.656, 0.692], [1.441, 0.019, 0.247], [-0.964, 1.081, 1.394], [-0.074, 0.552, -0.418], [-0.106, -0.032, -0.110], [0.265, -0.091, 0.042], [0.003, -0.002, 0.098], [-0.179, 0.028, -0.109], [0.420, -0.199, 0.432], [-0.231, -0.537, 0.270], [-0.102, 0.236, -0.078], [0.569, -2.182, 0.712], [0.970, 5.207, 0.597], [0.409, -0.093, -0.422], [-3.283, -0.761, -0.652], [2.132, -1.703, 0.359], [-0.924, 0.960, -0.446], [0.597, -1.047, -0.521], [-0.268, 0.124, 0.554], [-0.155, 0.058, -0.497], [0.040, 0.039, 0.284], [0.105, -0.172, -0.469], [0.421, 0.220, -0.069], [-0.127, 0.338, 0.507], [0.106, -0.240, -0.103], [-0.386, -0.139, 0.131], [0.329, -2.012, -0.462], [-1.264, 0.964, -0.733], [-1.545, 0.720, -0.424], [3.385, -0.920, 0.518], [-1.355, -0.633, -0.448], [-0.425, -0.354, -0.430], [0.273, -0.057, 0.793], [0.079, 0.658, 0.811], [-0.128, 0.955, -0.403], [-0.015, -0.108, 0.158], [-0.149, 0.236, 0.529], [0.205, 0.312, -0.133], [-0.090, 0.206, -0.326], [0.172, -0.089, 0.104], [0.174, -0.072, 0.171]], "mulliken_charge": [1.820, -0.937, -0.040, 0.199, 0.425, 0.359, -0.031, 0.490, 0.060, -0.582, 0.579, -0.450, 0.759, -0.482, 0.629, -0.597, -0.394, -0.087, -0.159, 0.438, -0.527, -0.616, -0.743, 0.948, -0.067, -0.094, -0.280, -1.150, -1.201, 0.395, 0.241, 0.262, 0.298, 0.434, 0.481, 0.512, 0.276, -0.639, 0.711, -0.605, -0.336, -0.255, -0.839, -0.682, 0.297, 0.350, 0.391, 0.328, -0.014, -0.021, 0.351, 0.418, -0.778, 1.196, -0.114, -0.186, 0.109, -1.251, -0.784, 0.383, -0.028, 0.414, 0.237, 0.368, 0.053, 0.408, 0.425, -0.696, 1.290, -0.717, -0.195, -0.179, -1.265, -0.952, 0.352, 0.322, 0.383, 0.330, 0.311, 0.160, 0.412, 0.365], "charge": 1, "gap_ev": [8.307, 3.793], "spin_multiplicity": 2, "e_lumo_ev": [-2.58, -7.09], "e_tot_ha": -5684.8713, "homo_energy_ha": [-0.4000, -0.4000]}